C59H48BiClIN7OP2 | the ωB97M-V functional and the def2-TZVPD basis

```
! RIJCOSX wB97M-V def2-TZVPD def2/J DEFGRID3
* xyz 2 1
Bi 0.609 -1.023 -0.453
C 1.946 2.920 -2.990
C 2.783 2.364 -3.940
C 2.730 0.996 -4.166
C 1.846 0.228 -3.422
N 1.070 0.761 -2.474
C 1.113 2.073 -2.278
C 1.642 -1.231 -3.685
C 2.221 -1.881 -4.769
C 1.904 -3.205 -5.005
C 0.984 -3.842 -4.187
C 0.443 -3.137 -3.125
N 0.807 -1.876 -2.864
C -0.583 -3.736 -2.220
C -1.311 -4.856 -2.588
C -2.227 -5.392 -1.694
C -2.394 -4.791 -0.460
C -1.648 -3.661 -0.173
N -0.770 -3.142 -1.032
H 1.946 3.981 -2.786
H 3.465 2.981 -4.508
H 3.374 0.552 -4.909
H 0.445 2.465 -1.520
H 2.900 -1.364 -5.428
H 2.354 -3.734 -5.834
H 0.714 -4.871 -4.370
H -1.181 -5.304 -3.562
H -2.801 -6.268 -1.964
H -3.093 -5.175 0.268
H -1.741 -3.146 0.775
Cl 7.258 -3.848 -1.142
C 5.899 -2.795 -0.957
C 6.054 -1.449 -1.103
C 4.960 -0.571 -0.942
I 5.252 1.458 -1.242
C 3.704 -1.027 -0.616
O 2.675 -0.238 -0.404
C 3.533 -2.443 -0.546
N 2.256 -2.886 -0.364
C 2.042 -4.182 -0.251
C 3.065 -5.133 -0.315
C 4.347 -4.711 -0.543
C 4.616 -3.336 -0.681
H 7.028 -1.048 -1.345
H 1.017 -4.502 -0.115
H 2.827 -6.181 -0.201
H 5.161 -5.419 -0.620
C -0.917 2.891 1.136
N -1.969 2.110 1.786
C -3.001 1.665 0.851
P -2.329 0.542 -0.447
C -2.571 1.353 -2.057
C -1.960 0.723 -3.145
C -2.068 1.242 -4.424
C -2.773 2.421 -4.633
C -3.368 3.066 -3.560
C -3.273 2.534 -2.280
C -3.583 -0.805 -0.401
C -3.898 -1.355 0.844
C -4.849 -2.356 0.965
C -5.489 -2.841 -0.169
C -5.165 -2.320 -1.412
C -4.221 -1.307 -1.529
C -2.562 2.735 2.943
C -2.850 4.094 2.993
C -3.431 4.638 4.131
C -3.741 3.829 5.214
C -3.467 2.470 5.160
C -2.874 1.928 4.030
P 0.674 1.933 1.052
C 1.858 3.278 0.720
C 3.125 3.240 1.296
C 4.021 4.277 1.092
C 3.672 5.352 0.286
C 2.420 5.390 -0.311
C 1.515 4.361 -0.090
C 0.887 1.591 2.837
C 0.592 2.428 3.834
C 0.565 2.021 5.247
C 0.836 0.773 5.615
C 1.223 -0.282 4.625
C 1.205 0.167 3.149
H -0.699 3.780 1.729
H -1.216 3.247 0.144
H -3.543 2.508 0.405
H -3.735 1.089 1.410
H -1.380 -0.184 -2.987
H -1.597 0.735 -5.255
H -2.854 2.836 -5.628
H -3.917 3.984 -3.715
H -3.762 3.061 -1.472
H -3.418 -0.983 1.745
H -5.102 -2.745 1.943
H -6.247 -3.608 -0.080
H -5.671 -2.679 -2.298
H -4.019 -0.883 -2.507
H -2.626 4.734 2.148
H -3.649 5.697 4.166
H -4.196 4.256 6.097
H -3.704 1.834 6.002
H -2.635 0.871 3.986
H 3.417 2.403 1.921
H 4.996 4.243 1.559
H 4.370 6.164 0.133
H 2.139 6.229 -0.932
H 0.536 4.423 -0.548
H 0.327 3.457 3.618
H 0.297 2.767 5.983
H 0.801 0.482 6.658
H 2.156 -0.759 4.922
H 2.016 -0.235 2.541
N -0.003 -0.715 2.861
C 0.131 -1.322 4.276
C 0.580 -2.701 3.915
C 0.569 -2.827 2.586
N 0.141 -1.730 1.853
H -0.835 -0.142 2.685
H -0.791 -1.261 4.858
H 0.820 -3.462 4.636
H 0.832 -3.724 2.042
*
```

## Properties
Energy = -4390.37530 Ha
E_HOMO = -12.06 eV
ΔE to the lowest compared entry with this formula, charge and spin = 0.0 kcal per mole
HOMO-LUMO gap = 6.8230 eV

Results of the Löwdin charge analysis, in e, for atoms 1 through 99: 1.815, -0.028, -0.054, -0.007, -0.225, 0.023, -0.141, -0.184, 0.025, -0.003, 0.017, -0.209, 0.042, -0.226, 0.015, -0.013, -0.022, -0.136, -0.019, 0.108, 0.124, 0.114, 0.064, 0.116, 0.128, 0.118, 0.117, 0.125, 0.120, 0.091, 0.739, -0.605, -0.153, -0.623, 1.063, -0.452, -0.388, -0.150, 0.012, -0.135, -0.014, 0.013, -0.158, 0.101, 0.099, 0.119, 0.104, -0.347, -0.204, -0.307, 1.024, -0.391, -0.151, -0.067, -0.061, -0.062, -0.077, -0.371, -0.138, -0.078, -0.077, -0.066, -0.077, -0.275, -0.024, -0.058, -0.069, -0.065, -0.038, 1.032, -0.368, -0.125, -0.093, -0.062, -0.073, -0.129, -0.326, -0.038, -0.043, -0.026, -0.156, -0.185, 0.083, 0.083, 0.092, 0.085, 0.075, 0.110, 0.113, 0.113, 0.093, 0.094, 0.112, 0.112, 0.112, 0.100, 0.118, 0.113, 0.112